(1)
52
Properties=species:S:1:pos:R:3:forces:R:3 method="wB97M-V/def2-TZVPD" homo_ha="-0.377 / -0.378" orbital_gap_ha="0.244 / 0.255" charge=+1 multiplicity=6
C -1.151 3.450 -1.271 0.1 0.0 -0.2
C -1.035 2.088 -0.996 0.5 -0.2 0.2
C 0.268 1.532 -0.976 -0.4 0.2 0.3
C 1.374 2.261 -1.391 -0.1 0.6 0.1
C 1.238 3.621 -1.669 -0.2 -0.2 -0.2
C -0.024 4.215 -1.591 0.1 0.0 0.0
C 2.734 1.579 -1.336 -2.2 -1.7 -1.9
C 2.621 0.069 -1.526 0.4 -0.1 0.1
C 1.457 -0.550 -1.091 -0.3 -0.5 0.5
C 1.296 -1.964 -1.188 0.0 0.7 0.4
C 2.403 -2.712 -1.584 0.2 0.0 -0.1
C 3.606 -2.091 -1.935 0.0 -0.1 0.0
C 3.713 -0.700 -1.922 -0.3 0.0 -0.2
H -2.141 3.913 -1.244 0.3 -0.1 -0.1
H 2.127 4.196 -1.941 -0.4 0.0 0.0
H -0.135 5.280 -1.792 0.0 -0.3 0.1
H 3.361 1.987 -2.137 0.1 0.0 0.3
H 2.319 -3.802 -1.624 0.1 0.4 -0.1
H 4.460 -2.699 -2.232 -0.2 0.2 0.1
H 4.638 -0.194 -2.207 -0.2 -0.3 0.0
N 0.489 0.250 -0.421 -0.7 -0.3 -2.9
Sm 0.346 -0.164 1.588 1.3 1.2 2.4
C -2.242 1.219 -0.719 0.1 -0.2 0.3
H -2.218 0.305 -1.335 0.0 0.3 0.0
H -3.166 1.776 -0.926 0.2 -0.2 -0.1
C -0.028 -2.625 -0.844 -0.1 0.0 0.3
H -0.876 -2.026 -1.217 0.3 -0.2 0.0
H -0.080 -3.634 -1.277 0.0 0.3 0.0
P -2.350 0.628 1.047 -0.8 1.0 -1.0
P -0.305 -2.855 1.001 0.0 -1.1 -1.3
C 0.836 -4.233 1.340 0.1 -0.1 0.4
H 0.869 -4.370 2.429 0.1 -0.2 -0.3
H 0.485 -5.158 0.863 0.1 0.3 0.1
H 1.848 -3.995 0.990 -0.2 0.0 0.1
C -1.923 -3.690 1.020 -0.2 0.1 0.3
H -1.902 -4.585 0.381 0.0 0.3 0.2
H -2.141 -3.986 2.055 -0.1 0.0 -0.3
H -2.713 -3.007 0.683 0.2 -0.2 0.1
C -2.925 2.169 1.846 0.2 0.0 0.6
H -4.019 2.232 1.801 0.3 0.1 0.0
H -2.593 2.153 2.891 -0.2 0.2 -0.2
H -2.477 3.045 1.361 0.0 -0.2 0.1
C -3.893 -0.342 0.984 -0.1 -0.5 0.3
H -3.900 -1.017 1.851 -0.3 0.1 -0.2
H -4.763 0.328 1.040 0.3 -0.3 -0.1
H -3.943 -0.945 0.067 0.0 0.1 0.2
C 3.301 1.832 -0.021 0.3 0.2 0.3
O 2.912 1.410 1.055 0.6 0.4 -0.8
H 4.115 2.471 -0.375 1.2 0.7 2.5
Se -0.027 3.546 5.264 0.0 0.0 0.0
C 0.052 2.319 4.036 0.0 -0.7 -0.6
N 0.100 1.471 3.195 -0.1 0.3 0.4

=====

(2)
50
Properties=species:S:1:pos:R:3:forces:R:3 method="wB97M-V/def2-TZVPD" homo_ha=-0.527 orbital_gap_ha=0.222 charge=+2 multiplicity=1
Rh 0.246 -0.080 -0.360 -0.4 0.3 0.2
C -1.528 2.338 0.133 0.0 0.0 0.1
C -0.157 2.791 -0.340 -0.1 -0.1 0.2
N 0.331 1.794 -1.311 0.2 0.0 -0.1
C -0.370 1.848 -2.628 0.0 0.0 0.1
C -0.557 0.464 -3.219 -0.1 0.0 -0.1
S -1.240 -0.706 -2.000 0.5 0.2 0.0
C -2.833 0.093 -1.567 -0.1 0.0 -0.1
C -2.886 0.302 -0.074 0.1 0.0 0.1
N -1.579 0.856 0.395 -0.3 -0.1 0.1
H -2.283 2.563 -0.617 0.0 0.0 0.0
H -1.820 2.872 1.037 0.0 0.0 0.0
H 0.554 2.823 0.487 0.0 0.0 0.0
H -0.211 3.789 -0.781 -0.1 0.0 0.0
H 1.318 1.960 -1.486 0.0 0.0 0.0
H 0.195 2.478 -3.316 0.0 0.0 0.0
H -1.334 2.333 -2.492 0.0 0.0 0.0
H 0.388 0.009 -3.520 0.0 0.0 0.0
H -1.204 0.489 -4.097 0.0 0.0 0.0
H -3.640 -0.559 -1.896 0.1 -0.1 0.0
H -2.911 1.019 -2.132 0.0 0.0 0.0
H -3.057 -0.644 0.428 -0.1 0.1 0.0
H -3.710 0.963 0.205 0.0 0.1 -0.1
H -1.535 0.717 1.402 0.1 0.0 0.0
C 4.462 0.887 0.031 0.1 -0.1 0.1
C 5.007 -0.385 0.138 0.0 0.0 0.0
C 4.187 -1.510 0.094 0.1 0.1 0.0
C 2.824 -1.353 -0.057 -0.5 0.0 0.1
C 2.240 -0.068 -0.203 0.4 -0.7 -0.4
C 3.099 1.039 -0.167 -0.3 0.2 -0.1
C 1.873 -2.487 0.005 0.3 0.2 -0.1
C 2.286 -3.826 -0.091 -0.1 -0.1 0.0
C 1.356 -4.825 -0.019 0.1 0.2 0.0
C 0.011 -4.495 0.236 0.0 0.0 0.0
C -0.987 -5.481 0.414 -0.1 0.0 0.0
C -2.263 -5.130 0.752 0.1 0.0 0.0
C -2.579 -3.772 0.950 0.0 0.1 0.0
C -1.638 -2.798 0.754 -0.1 0.0 0.0
C -0.329 -3.127 0.362 -0.2 -0.2 0.0
N 0.594 -2.141 0.161 0.3 0.3 0.1
H 5.098 1.759 0.098 0.0 0.0 0.0
H 6.074 -0.505 0.269 0.0 0.0 0.0
H 4.632 -2.489 0.205 0.0 0.0 0.0
H 2.733 2.063 -0.235 0.0 -0.1 0.0
H 3.329 -4.048 -0.256 0.0 0.0 0.0
H 1.641 -5.863 -0.132 0.0 0.0 0.0
H -0.709 -6.521 0.297 0.0 0.0 0.0
H -3.021 -5.886 0.902 0.0 0.0 0.0
H -3.572 -3.501 1.286 0.0 0.0 0.0
H -1.852 -1.768 0.987 0.1 0.0 0.0

=====

(3)
52
Properties=species:S:1:pos:R:3:forces:R:3 method="wB97M-V/def2-TZVPD" homo_ha=-0.317 orbital_gap_ha=0.340 charge=0 smiles="O=C(CSCc1cnn(-c2ccccc2)c1-n1cccc1)NC[C@H]1CCCO1" multiplicity=1 relative_energy_ev=2.503
O -4.665 -1.745 -0.668 -0.4 -0.2 0.1
C -3.510 -1.382 -0.754 0.4 -0.3 -0.1
N -3.130 -0.099 -0.868 0.1 0.5 0.1
H -2.150 0.155 -0.872 0.0 -0.2 0.0
C -4.070 0.992 -0.844 -0.1 0.4 0.3
H -5.073 0.563 -0.875 0.1 0.1 -0.1
H -3.911 1.623 -1.724 -0.1 0.0 0.0
C -3.912 1.858 0.413 -0.5 -0.3 -0.3
H -4.689 2.637 0.387 0.1 -0.1 0.0
C -3.988 1.048 1.722 0.1 0.1 -0.1
H -4.661 1.535 2.428 0.0 0.0 0.0
H -4.346 0.037 1.542 -0.1 -0.1 0.0
C -2.551 1.074 2.244 0.1 0.2 -0.1
H -1.982 0.234 1.844 0.0 0.1 0.0
C -2.039 2.386 1.655 0.1 0.0 0.4
H -2.353 3.237 2.279 0.1 0.0 0.0
O -2.632 2.481 0.377 0.0 -0.1 -0.3
H -0.958 2.422 1.521 0.0 0.0 0.1
H -2.493 1.055 3.329 0.0 0.0 0.1
C -2.355 -2.374 -0.799 0.2 -0.3 0.3
H -1.754 -2.197 -1.692 -0.1 0.0 0.0
H -2.755 -3.388 -0.791 -0.1 0.2 -0.1
S -1.272 -2.159 0.656 0.1 -0.2 -0.2
C 0.102 -3.315 0.208 -0.6 0.3 0.1
C 1.417 -2.658 0.388 0.2 0.4 -0.2
C 1.819 -1.432 -0.119 0.0 -0.8 0.5
N 3.079 -1.199 0.342 -0.7 -0.4 -0.2
N 3.494 -2.204 1.116 0.7 -0.1 0.4
C 2.518 -3.084 1.152 -0.3 0.3 -0.3
H 2.623 -3.989 1.715 0.1 -0.2 0.2
C 3.914 -0.093 0.117 0.6 0.6 0.0
C 4.829 0.253 1.105 -0.2 -0.1 0.0
C 5.672 1.331 0.914 0.0 0.0 0.0
C 5.604 2.069 -0.256 0.1 0.1 0.0
C 4.702 1.714 -1.244 0.0 0.0 0.0
C 3.859 0.631 -1.069 0.0 -0.2 0.0
H 3.180 0.350 -1.858 -0.1 0.0 -0.1
H 4.656 2.277 -2.164 0.0 0.0 -0.1
H 6.259 2.915 -0.402 0.1 0.1 0.0
H 6.380 1.598 1.683 0.1 0.0 0.1
H 4.867 -0.339 2.006 0.0 0.0 0.1
N 1.083 -0.528 -0.873 0.1 0.2 0.0
C 0.528 -0.779 -2.096 -0.1 -0.2 -0.4
C -0.217 0.306 -2.461 0.1 -0.2 -0.1
C -0.123 1.251 -1.413 0.2 0.2 0.1
C 0.685 0.709 -0.455 -0.2 0.3 0.2
H 1.007 1.094 0.493 0.1 0.0 0.2
H -0.604 2.207 -1.370 -0.1 0.2 0.1
H -0.769 0.418 -3.373 -0.1 0.0 -0.2
H 0.734 -1.696 -2.615 0.0 -0.2 0.0
H 0.023 -4.192 0.851 0.0 0.0 -0.2
H -0.070 -3.607 -0.827 0.0 -0.1 0.0

=====

(4)
48
Properties=species:S:1:pos:R:3:forces:R:3 method="wB97M-V/def2-TZVPD" homo_ha=-0.385 orbital_gap_ha=0.200 charge=+1 multiplicity=1 relative_energy_ev=1.872
C -0.064 -2.663 -0.969 1.1 -1.1 -0.1
N 1.117 -3.525 -1.198 1.0 -0.2 -0.4
C 1.490 -4.487 -0.121 -0.8 0.6 -0.2
C 2.396 -5.557 -0.756 0.1 0.2 0.0
C 2.126 -5.469 -2.279 0.1 0.2 0.0
C 1.079 -4.351 -2.442 -0.4 0.5 0.6
H -0.185 -1.960 -1.793 0.0 0.0 -0.1
H -0.966 -3.266 -0.885 -0.5 -0.1 0.1
H 0.064 -2.094 -0.049 0.0 0.0 0.1
H 1.962 -3.955 0.712 0.0 -0.1 -0.1
H 0.563 -4.931 0.256 -0.1 -0.3 0.2
H 3.451 -5.359 -0.526 -0.3 0.0 -0.1
H 2.181 -6.556 -0.356 -0.1 0.3 -0.1
H 3.043 -5.228 -2.831 -0.2 0.0 0.2
H 1.768 -6.422 -2.688 0.0 0.3 0.1
H 0.072 -4.769 -2.531 -0.1 -0.2 -0.2
H 1.252 -3.721 -3.321 0.0 -0.1 0.1
C -2.762 4.580 5.604 -0.5 0.5 0.1
O -1.730 3.618 5.599 1.1 -1.2 -2.2
C -1.343 3.192 4.325 -0.4 0.4 1.2
C -0.320 2.235 4.229 0.0 0.1 0.4
C 0.112 1.770 3.012 -0.1 0.0 -0.2
C -0.466 2.247 1.825 -0.5 0.4 -0.6
C -0.097 1.835 0.490 -0.8 0.7 -0.5
O -0.808 2.443 -0.528 1.6 -1.4 0.6
C -0.519 2.108 -1.836 0.3 -0.3 -0.4
C 0.484 1.159 -2.150 -0.4 0.4 0.3
C 0.733 0.856 -3.497 -0.3 0.3 -0.2
C 0.012 1.477 -4.494 0.5 -0.5 0.0
C -0.969 2.407 -4.178 -0.1 0.1 0.4
C -1.233 2.721 -2.864 -0.2 0.2 0.8
C 1.187 0.563 -1.082 -0.2 0.2 0.2
C 0.897 0.897 0.211 0.0 0.0 -0.4
C -1.483 3.200 1.927 0.1 -0.1 -0.1
C -1.917 3.666 3.138 -0.3 0.3 0.6
H -2.994 4.849 6.635 0.2 -0.2 -0.1
H -2.437 5.477 5.074 -0.1 0.1 0.0
H -3.659 4.165 5.141 -0.1 0.1 0.0
H 0.120 1.872 5.143 0.1 -0.1 0.1
H 0.897 1.036 2.964 0.2 -0.1 0.2
H 1.494 0.134 -3.739 0.2 -0.2 0.0
H 0.210 1.239 -5.526 0.0 0.0 -0.1
H -1.529 2.889 -4.960 -0.1 0.1 -0.1
H -1.989 3.439 -2.595 -0.2 0.1 0.0
H 1.951 -0.162 -1.296 0.2 -0.3 0.0
H 1.432 0.442 1.024 0.0 0.0 0.1
H -1.919 3.559 1.011 -0.2 0.2 0.1
H -2.703 4.399 3.169 -0.1 0.1 -0.1

=====

(5)
49
Properties=species:S:1:pos:R:3:forces:R:3 method="wB97M-V/def2-TZVPD" homo_ha=-0.399 orbital_gap_ha=0.306 charge=+1 smiles=c1cc2c(cc1C(c1ccc3c(c1)CCO3)[NH+]1CCOCC1)CCO2 multiplicity=1 relative_energy_ev=2.680
C 4.479 -3.979 0.256 -0.2 -0.4 0.1
C 4.061 -3.021 -0.878 0.6 -0.1 -0.4
C 2.790 -2.430 -0.368 -0.6 -0.1 0.9
C 2.693 -2.774 0.999 -0.1 0.2 -0.3
O 3.628 -3.677 1.419 -0.3 0.7 -0.9
C 1.732 -2.179 1.825 1.0 -0.3 -0.1
C 0.937 -1.194 1.271 -0.4 0.0 -0.3
C 0.903 -0.958 -0.120 0.2 -0.1 0.1
C -0.083 0.102 -0.632 -1.0 -2.8 0.4
C -1.345 0.022 0.243 0.0 0.0 0.1
C -1.766 1.077 1.061 -0.7 -0.2 -0.1
C -3.060 1.020 1.589 0.0 -1.5 0.1
C -3.710 -0.228 1.674 0.3 0.6 -0.7
O -4.965 -0.164 2.205 0.7 0.7 -0.1
C -5.220 1.259 2.513 -0.2 -0.4 0.4
C -4.030 2.074 1.993 0.0 0.6 0.2
C -3.135 -1.384 1.114 -0.5 0.5 0.1
C -2.031 -1.218 0.290 0.3 0.4 0.1
C 1.803 -1.644 -0.962 0.4 0.0 0.5
H 4.302 -5.026 -0.040 0.1 0.4 0.3
H 5.522 -3.841 0.573 -0.4 -0.1 -0.1
H 4.845 -2.252 -1.003 -0.5 -0.1 -0.1
H 3.938 -3.521 -1.844 0.1 -0.1 0.2
H 1.694 -2.435 2.877 0.0 0.1 -0.1
H 0.266 -0.644 1.943 0.2 -0.3 -0.4
H -0.354 -0.070 -1.679 -0.1 -0.3 0.1
H -1.147 1.954 1.284 -0.4 -0.2 -0.3
H -6.163 1.539 2.032 0.2 -0.2 0.1
H -5.321 1.366 3.601 -0.1 -0.2 -0.3
H -3.627 2.767 2.735 -0.2 -0.1 0.1
H -4.343 2.683 1.134 0.2 -0.2 0.1
H -3.616 -2.342 1.277 0.1 0.0 -0.3
H -1.634 -2.075 -0.268 -0.2 0.4 0.3
H 1.781 -1.538 -2.056 0.0 0.1 0.5
C -0.371 3.064 -2.329 0.3 -0.1 -0.6
C -0.310 2.626 -0.880 0.3 0.5 -0.3
N 0.562 1.381 -0.622 1.2 2.6 0.4
C 1.851 1.444 -1.448 -0.1 0.3 -0.4
C 1.509 1.734 -2.895 -0.1 0.8 0.0
O 0.887 3.018 -2.994 -0.3 -0.5 0.2
H -1.124 2.447 -2.857 0.3 0.3 0.0
H -0.673 4.126 -2.347 -0.1 -0.6 0.0
H 0.126 3.427 -0.262 -0.1 -0.4 -0.2
H -1.333 2.431 -0.566 0.4 0.0 0.0
H 0.908 1.542 0.322 -0.1 -0.3 0.3
H 2.460 2.239 -1.001 -0.2 -0.1 -0.3
H 2.392 0.500 -1.379 -0.2 0.2 0.3
H 2.429 1.820 -3.494 -0.4 -0.3 0.3
H 0.863 0.931 -3.302 0.2 0.3 0.0

=====

Among the records above, which one has the lowest charge? C21H24N4O2S